2 unconnected molecules or ions with the total composition C5H8O4 at a distorted geometry. Source: the OMol25 dataset; level of theory: the ωB97M-V functional and the def2-TZVPD basis.

The geometry in XYZ format:
```
17
Properties=species:S:1:pos:R:3:mulliken_charge:R:1
C -0.3086 1.9985 0.5654 -1.2700
C -0.2682 0.8626 -0.3959 0.8977
O 2.0650 0.4009 -0.3041 -0.4596
O -0.0993 0.8567 -1.5853 -0.6123
H 1.7024 0.2689 -1.2060 0.3451
H 0.0664 1.6662 1.5325 0.3067
H 0.3097 2.8193 0.2060 0.3569
H -1.3468 2.2924 0.7075 0.3547
C -1.1529 -1.6947 -0.6847 -1.0683
C -1.1543 -0.4932 0.2168 0.7089
C 1.7875 -0.6744 0.6047 0.0452
O -2.0468 -0.2678 0.9906 -0.5262
O 1.3364 -0.5326 1.7008 -0.3594
H 2.5093 -1.4746 0.3752 0.3896
H -0.1304 -2.0417 -0.8292 0.2624
H -1.5705 -1.4668 -1.6642 0.2629
H -1.6991 -2.5197 -0.2300 0.3657
```

The LUMO energy is 0.28 eV. The net charge is 0. As for the HOMO energy: -9.09 eV. Its energy above the lowest of the compared OMol25 structures with the same formula, charge and spin is 2.2696 eV. As for the multiplicity: 1.

2 unconnected molecules or ions with the total composition C5H8O5 at a distorted geometry. Source: the OMol25 dataset; level of theory: the ωB97M-V functional and the def2-TZVPD basis.

The geometry in XYZ format:
```
18
Properties=species:S:1:pos:R:3:mulliken_charge:R:1
O -0.8960 1.0322 2.1290 -0.7056
C -1.4208 1.9200 1.3702 0.5768
O -0.6788 2.7557 0.5665 -0.7649
C -3.0358 1.9933 1.3439 0.3772
O -3.6344 2.9022 2.0094 -0.6885
O -3.6681 1.0284 0.5649 -0.7796
C 2.2018 -0.3832 -0.2349 -1.3112
C 0.7260 -0.7391 -0.3225 0.5907
C 0.5222 -2.1004 -0.9723 -1.4231
O 0.0458 0.2517 -1.0770 -0.4732
H 2.6515 -0.3306 -1.2337 0.3138
H 2.3305 0.6009 0.2231 0.3109
H 2.7524 -1.1208 0.3576 0.3580
H 0.2880 -0.7401 0.6798 0.2952
H 0.9135 -2.1076 -1.9965 0.3387
H -0.5431 -2.3372 -1.0386 0.3365
H 1.0219 -2.8900 -0.4022 0.3638
H 0.4233 0.2646 -1.9667 0.2844
```

The LUMO energy is 5.50 eV. The net charge is -2. As for the HOMO energy: 0.62 eV. As for the multiplicity: 1.

A single C5H8O5 molecule at a distorted geometry. Source: the OMol25 dataset; level of theory: the ωB97M-V functional and the def2-TZVPD basis.

The geometry in XYZ format:
```
18
Properties=species:S:1:pos:R:3:mulliken_charge:R:1
C -1.3698 0.2009 0.3651 0.1720
C -0.0248 0.4871 0.9203 -0.1032
C 1.0129 -0.4097 0.2862 0.9591
C 1.4123 -0.2435 -1.2242 0.4991
C 0.9021 0.7838 -1.9846 -1.3243
H -2.3774 -1.1232 -0.3829 0.3774
H -1.6029 1.1574 -0.2348 0.1894
H -1.9120 -0.9149 2.0027 0.3988
H 0.3498 1.5716 0.6773 0.3096
H -0.5676 0.6707 2.6021 0.2921
H 2.3937 -1.7125 -0.9574 0.4027
H 1.2431 0.8565 -2.8160 0.6460
H 0.2257 1.6709 -1.4846 0.0320
O -1.3123 -0.7813 -0.5625 -0.4865
O -2.3123 -0.0419 1.4000 -0.6600
O 0.1126 0.2157 2.2861 -0.5391
O 1.5831 -1.3317 0.7628 -0.6516
O 2.2438 -1.0559 -1.6555 -0.5135
```

The LUMO energy is 0.33 eV. The net charge is 0. As for the HOMO energy: -8.66 eV. Its energy above the lowest of the compared OMol25 structures with the same formula, charge and spin is 5.3203 eV. As for the multiplicity: 1.

A single C5H8OS molecule at a distorted geometry. Source: the OMol25 dataset; level of theory: the ωB97M-V functional and the def2-TZVPD basis.

The geometry in XYZ format:
```
15
Properties=species:S:1:pos:R:3:mulliken_charge:R:1
C -1.8675 0.2225 0.2013 -0.4070
C 0.2472 1.3749 -0.1839 -0.4632
C 0.6701 0.0407 0.2465 -0.1131
C 1.7304 -1.0804 0.0543 -0.5879
C 0.3301 -1.0775 -0.5248 -0.1137
H -2.8281 0.2395 -0.1373 0.4453
H -1.8444 0.1126 1.4434 0.2224
H 0.7416 1.6828 -1.0751 0.2863
H 0.4027 2.2582 0.4999 0.2309
H 0.4563 -0.1514 1.3222 0.1877
H 2.5586 -0.6332 -0.5378 0.2683
H 1.6624 -1.7402 0.8410 0.3328
H 0.2879 -0.9448 -1.6146 0.2240
O -1.1447 1.2798 -0.3756 -0.3562
S -1.4026 -1.5835 -0.1594 -0.1566
```

The LUMO energy is 0.95 eV. The net charge is 0. As for the HOMO energy: -8.49 eV. Its energy above the lowest of the compared OMol25 structures with the same formula, charge and spin is 4.0891 eV. As for the multiplicity: 1.

A single C5H8OS molecule at a distorted geometry. Source: the OMol25 dataset; level of theory: the ωB97M-V functional and the def2-TZVPD basis.

The geometry in XYZ format:
```
15
Properties=species:S:1:pos:R:3:mulliken_charge:R:1
C 0.5835 0.1588 0.5775 -0.2334
C -0.0102 -1.2884 0.4618 -0.5973
C -0.8761 -1.2760 -0.7156 -0.3102
C -0.6031 0.9528 0.0184 0.3305
C -0.6361 2.2684 -0.1188 -0.6667
H 2.6052 -0.9769 0.0587 0.1331
H 0.7124 0.6594 1.6203 0.3350
H -0.6505 -1.1900 1.4077 0.2479
H 0.8692 -2.0899 0.5004 0.3839
H -1.4864 -2.2116 -0.8433 0.3312
H -0.0378 -1.1971 -1.5103 0.2157
H 0.3476 2.8441 0.0517 0.2246
H -1.4426 3.0350 -0.6758 0.2267
O -1.5923 0.0233 -0.3804 -0.4391
S 2.2174 0.2882 -0.4525 -0.1819
```

The LUMO energy is 0.72 eV. The net charge is 0. As for the HOMO energy: -9.12 eV. Its energy above the lowest of the compared OMol25 structures with the same formula, charge and spin is 2.9610 eV. As for the multiplicity: 1.

A molecular structure, C5H8OS2 at a distorted geometry. Source: the OMol25 dataset; level of theory: the ωB97M-V functional and the def2-TZVPD basis.

The geometry in XYZ format:
```
16
Properties=species:S:1:pos:R:3:mulliken_charge:R:1
C 2.2786 -2.1625 0.1124 -0.7514
C 2.0222 -0.8374 -0.8022 -0.7922
C 0.8304 0.0193 -0.4473 0.2727
C -1.7477 0.9958 -0.4336 -0.5652
C -2.0220 0.4059 1.1584 0.0985
H 1.7120 -3.3575 -0.4270 0.2181
H 1.9057 -1.8477 1.2435 0.2430
H 3.6087 -2.5779 0.1039 0.2411
H 3.0148 -0.3466 -1.0422 0.3555
H 2.0066 -1.2010 -1.7981 0.3783
H -1.2325 2.0701 -0.3323 0.3375
H -2.9137 0.7004 -0.8297 0.2953
H -1.2155 0.0329 1.8011 0.3298
O -3.1154 0.5051 1.5803 -0.4002
S 1.1430 0.7833 0.9700 -0.2402
S -0.5263 -0.0359 -1.5255 -0.0205
```

The LUMO energy is -0.53 eV. The net charge is 0. As for the HOMO energy: -8.78 eV. Its energy above the lowest of the compared OMol25 structures with the same formula, charge and spin is 5.4146 eV. As for the multiplicity: 1.